{"formula": "C2H2ClN3O", "method": "ωB97M-V/def2-TZVPD", "multiplicity": 1, "energy_ev": -21141.8456, "total_charge": 0, "lumo_ev": 0.263, "relative_energy_kj_mol": 366.9, "gap_ev": 10.121, "species": ["C", "C", "H", "H", "N", "N", "N", "O", "Cl"], "coordinates": [[0.68355, 0.80572, 1.27261], [0.51630, -0.12645, 0.19167], [-2.22583, 0.42482, -0.99238], [1.39066, 0.58361, 2.20036], [-0.56204, 0.38187, -0.40824], [-0.97116, 1.43239, 0.13824], [-0.26130, 1.70310, 1.17041], [-1.19401, -0.01879, -1.47476], [0.92645, -1.73854, -0.26461]]}